(1)
The following is a DFT calculation (ωB97M-V/def2-TZVPD) of a structure of composition C32H60N2OP3Zn at a distorted geometry.

## Properties
Kohn-Sham gap (spin up / spin down), eV: 5.1 / 6.0
E_HOMO (spin up / spin down), eV: -8.8 / -9.1
Total charge: +1
LUMO energy (spin up / spin down), eV: -3.6776 / -3.0548

Atoms and positions in Å:
Zn 0.5943 -0.6768 0.1750
P 3.1513 2.8518 1.9475
P -2.6784 0.6484 0.5819
P 2.7717 -0.8994 -0.6638
O -1.2130 -0.8346 2.4943
N 0.1886 0.1300 -1.6947
N -1.2491 -1.8190 0.2165
C -5.2611 -0.4252 -0.5573
C -1.9823 -1.6626 -0.8847
C -0.9415 2.6188 1.9895
C -1.2662 1.5296 -2.9538
C -4.5884 0.0302 0.7421
C 5.4724 -0.2738 -1.5625
C -2.1302 -0.3353 -1.3519
C 2.7219 -2.9364 1.1659
C 1.9317 -3.5477 -1.1297
C 4.8479 0.1444 0.8159
C -0.2427 1.8113 -3.8521
C -1.4292 -0.6758 1.2665
C 4.3887 -3.2303 -0.7005
C 2.4133 -0.5782 -2.4500
C 3.8996 1.6071 -1.0051
C 2.9807 -2.7348 -0.3460
C -1.6483 -3.3442 -2.6212
C -5.5824 1.0911 1.2427
C -2.8968 1.7437 3.2757
C -2.4032 2.1783 1.8823
C -2.9025 -3.8645 -0.3907
C 1.1721 0.2901 -2.5931
C -1.0627 0.4433 -2.0690
C 4.3308 0.1791 -0.6153
C 1.9651 4.0227 1.1635
C 0.9530 1.1020 -3.7061
C -4.4777 -1.1866 1.6776
C -3.2128 3.3699 1.3413
C -2.6060 -2.8547 -1.5344
C -3.9583 -2.7974 -2.3266
C 4.3604 4.0879 2.5827
C 2.2767 2.4129 3.5008
H -5.6335 1.9445 0.5514
H 2.1759 -1.5270 -2.9598
H -3.7645 -1.9452 1.3099
H 1.9659 -4.5944 -0.7769
H 5.1261 3.5564 3.1633
H 2.8870 -3.9936 1.4155
H -4.8772 -2.6665 -1.7215
H 1.6243 3.2307 3.8352
H 5.1459 -2.8191 -0.0205
H 1.2719 4.4340 1.9082
H -3.9465 -2.1122 -3.2071
H -3.9084 -3.7218 0.0177
H -0.2765 1.7821 2.2307
H 3.4015 -2.3222 1.7696
H 4.7608 2.2803 -0.8968
H -1.6883 -2.6542 -3.4872
H -2.1710 2.1346 -2.9437
H 3.0236 2.1860 4.2739
H -2.8168 3.6330 0.3465
H 4.6701 -3.0143 -1.7398
H -5.4680 -1.6598 1.7029
H 3.8633 4.8418 3.2093
H 4.4005 -4.3247 -0.5758
H 5.7469 0.7654 0.8646
H -0.3326 2.5479 -4.6617
H 2.5151 4.8387 0.6774
H -4.1102 -3.8227 -2.7352
H -2.8549 -4.8802 -0.7895
H 5.1453 -0.5719 -2.5703
H 6.1556 0.5837 -1.6786
H 1.6768 1.5079 3.3281
H -3.1021 4.2443 2.0155
H -5.6787 0.4252 -1.1227
H -4.2793 3.1250 1.2382
H -2.8647 2.6257 3.9493
H 4.8384 4.5722 1.7204
H 5.1245 -0.8715 1.1204
H 4.1092 0.5499 1.5196
H -5.3909 1.4385 2.2554
H -3.9349 1.3774 3.2515
H -4.5921 -0.9758 -1.2065
H 2.1224 -3.5466 -2.2145
H 1.3978 3.4863 0.3917
H 3.2234 -0.0639 -2.9865
H -4.2103 -0.8919 2.6986
H -0.6230 3.0694 1.0436
H 6.0591 -1.0906 -1.1214
H -2.2501 0.9569 3.6993
H -0.8291 3.3903 2.7820
H 3.5480 1.6932 -2.0416
H -2.1674 -3.8082 0.4082
H -0.6349 -3.4550 -2.2189
H 1.6853 -2.6833 1.4423
H -1.9435 -4.3402 -3.0035
H -6.5806 0.6285 1.2478
H -6.1296 -1.0446 -0.2585
H 3.0991 1.9752 -0.3432
H -3.0802 0.0091 -1.7949
H 1.7827 1.1442 -4.4288
H 0.9057 -3.1919 -0.9355

Atomic forces in eV per Å
Zn -0.677 0.401 -0.136
P 0.052 0.634 0.503
P -0.021 0.847 0.527
P 0.784 0.177 -0.950
O -0.058 -0.079 -2.111
N 0.164 -1.201 -1.084
N -0.231 1.086 1.904
C 0.259 0.332 -0.357
C 0.335 0.995 0.453
C -0.001 -0.246 -0.344
C 0.064 -0.303 -0.467
C 0.595 -0.125 0.309
C -0.028 -0.096 0.068
C -1.462 3.258 -1.644
C 0.086 0.083 -0.159
C -0.076 0.107 0.022
C 0.106 -0.030 0.357
C 0.255 -0.023 0.484
C 0.008 -0.720 -0.040
C 0.023 -0.383 0.087
C -0.811 0.168 -0.264
C -0.523 0.022 -0.044
C 0.428 -0.114 -0.002
C 0.572 -0.709 -0.186
C 0.133 0.034 0.359
C -0.020 -0.086 0.154
C -0.489 -0.375 0.198
C 0.458 -0.795 -0.541
C -0.347 0.504 -0.719
C -0.546 0.349 2.502
C 0.096 -0.278 0.256
C -0.140 -0.077 -0.153
C 1.263 -0.575 -0.186
C -0.378 -0.011 0.101
C -0.019 -0.181 -0.199
C -1.437 -1.457 -0.019
C -0.464 -0.113 -0.336
C -0.031 -0.134 0.053
C -0.111 -0.087 0.064
H -0.007 -0.303 0.261
H 0.163 0.306 0.103
H -0.272 0.447 0.217
H 0.053 0.411 -0.148
H -0.125 0.274 -0.091
H -0.036 0.254 -0.018
H 0.773 0.182 -0.330
H 0.168 -0.240 0.101
H -0.168 -0.065 -0.245
H 0.153 0.044 -0.270
H -0.069 -0.287 0.722
H 0.229 0.095 -0.051
H -0.113 0.129 0.018
H -0.150 -0.155 -0.027
H -0.174 -0.169 0.082
H 0.333 -0.218 0.500
H -0.136 -0.619 -0.183
H -0.237 0.043 -0.143
H -0.225 0.111 0.300
H -0.092 -0.009 0.265
H 0.124 -0.025 0.192
H 0.233 -0.119 -0.127
H 0.070 0.277 -0.045
H -0.033 0.002 0.191
H -0.133 -0.296 0.545
H -0.131 -0.186 0.100
H 0.386 0.623 0.118
H -0.166 -0.047 -0.025
H 0.105 0.097 0.346
H -0.235 -0.262 0.033
H 0.087 0.266 0.200
H -0.043 -0.476 -0.324
H 0.309 -0.225 0.130
H 0.515 0.341 0.123
H -0.024 -0.379 -0.310
H -0.052 -0.057 0.295
H 0.032 0.127 -0.095
H 0.357 -0.227 -0.252
H -0.119 0.108 -0.158
H 0.598 0.167 0.192
H -0.416 0.038 0.181
H -0.095 -0.014 0.364
H 0.001 0.274 0.145
H -0.106 -0.572 0.350
H 0.096 -0.152 -0.199
H 0.026 -0.089 0.148
H -0.237 0.204 -0.208
H -0.307 0.330 -0.204
H -0.215 -0.447 -0.394
H 0.222 -0.095 0.184
H -0.107 0.001 -0.011
H -0.076 0.180 -0.358
H 0.230 -0.109 -0.037
H 0.016 0.444 0.259
H 0.241 0.030 0.005
H 0.503 0.116 -0.284
H 0.407 -0.188 -0.430
H 0.378 -0.879 -0.302
H -0.638 0.253 0.214
H 0.318 -0.057 -0.080

Mulliken atomic charge list, values in e, 5 entries:
1. Zn -0.20
2. P 1.23
3. P 0.53
4. P 0.97
5. O -0.63

***

(2)
The following is a DFT calculation (ωB97M-V/def2-TZVPD) of a cluster of 11 separate species, C32H62BrCl20NOP2 in total at a distorted geometry.

## Properties
SMILES: Cc1cccc(C[PH](Br)(CC(C)C)P(N)O)c1.ClCCCl.ClCCCl.ClCCCl.ClCCCl.ClCCCl.ClCCCl.ClCCCl.ClCCCl.ClCCCl.ClCCCl
Kohn-Sham gap, eV: 7.6
E_HOMO, eV: -7.2
Total charge: 0
LUMO energy, eV: 0.4548

Atoms and positions in Å:
Br 0.7552 1.4608 1.9672
Cl -3.9656 6.4647 -2.0621
Cl -2.9966 9.5456 2.7000
Cl -2.5714 -3.1009 -2.9252
Cl 4.0375 -6.5504 2.1928
Cl -5.3719 6.6453 4.4657
Cl 6.3737 -10.0504 -0.3989
Cl 6.8739 -5.2434 0.8532
Cl -3.1699 4.3163 5.6077
Cl -0.5748 10.5976 0.5625
Cl 7.1988 -1.7640 3.4102
Cl -5.2619 9.5944 -1.9235
Cl 9.1858 -8.6532 -1.6466
Cl -2.1788 -4.2472 -7.5324
Cl 1.7984 -4.3869 -0.7577
Cl 3.6826 1.3044 -3.9313
Cl 0.6129 -2.7431 -4.0797
Cl 5.1753 -2.8420 5.9367
Cl -3.3336 -7.2468 -6.4497
Cl 1.0842 1.6570 -1.7475
Cl 2.6648 -2.0912 1.5193
P -4.0258 1.0694 1.8636
P -1.7132 1.1809 1.8737
O -4.5286 2.4877 1.1818
N -4.4812 -0.0785 0.6858
C -2.3076 5.2101 2.1770
C -5.0127 8.6022 -3.3874
C -2.1834 -5.7798 -8.4445
C -1.7813 -4.0506 -4.2176
C 8.9206 -10.3831 -1.3077
C 3.4283 -3.6965 -0.5273
C -1.4436 5.0167 -0.4769
C -1.4046 3.9129 0.3793
C -1.6050 -0.4063 2.7911
C -1.9298 6.2225 0.0157
C -1.8501 -2.1637 0.9730
C -0.9355 4.8786 -1.8830
C -5.7559 5.1347 5.3328
C -1.8606 2.8255 2.6744
C -2.3535 6.3079 1.3347
C -4.7139 4.7870 6.3640
C -0.9261 -1.5405 2.0221
C 5.5264 -1.2364 3.7534
C 5.1419 -7.3526 1.0412
C 5.2247 -1.2054 5.2271
C 7.4955 -10.7944 -1.5702
C 2.0615 0.1950 -2.0249
C -5.2307 7.1344 -3.1232
C 6.5764 -6.9547 1.2786
C -1.8384 3.9891 1.6965
C -2.2775 11.1250 0.5961
C -3.3895 -6.6208 -8.1194
C 3.4969 0.5231 -2.3378
C -0.3158 -4.2589 -3.9490
C 3.7032 -3.4168 0.9234
C -2.8312 11.1743 1.9971
C -0.4383 -2.6764 2.9398
H -2.7107 -2.6525 1.4297
H 1.5963 -0.3721 -2.8272
H -4.3099 -6.0545 -8.2319
H 4.7389 -3.1043 1.0516
H -1.0761 2.9513 3.4165
H -1.9418 -3.5377 -5.1573
H -1.4838 5.5061 -2.5822
H -2.2867 -5.0139 -4.2594
H 6.8603 -7.0943 2.3184
H -2.6422 -0.7109 2.9644
H -0.0526 -1.2030 1.4654
H -2.8491 10.4431 -0.0293
H -0.9465 3.8423 -2.2124
H -2.3136 12.1198 0.1551
H 0.0119 -2.3117 3.8610
H -2.8352 2.8389 3.1617
H -1.2456 -3.3858 3.1174
H -1.0065 2.9905 -0.0240
H -1.9471 7.1132 -0.5954
H 0.0960 -4.9488 -4.6838
H -1.1736 -0.2404 3.7753
H -4.0049 8.7924 -3.7470
H 9.5887 -10.9464 -1.9567
H 4.1497 -4.4139 -0.9151
H -2.1856 -5.5225 -9.5021
H 4.0821 -0.3952 -2.3655
H 4.8558 -1.9050 3.2264
H -5.7238 8.9527 -4.1333
H -5.1937 6.5878 -4.0643
H 3.9212 1.1877 -1.5898
H 3.4853 -2.7884 -1.1234
H -4.5194 5.6220 7.0319
H 7.3976 -11.8737 -1.4703
H 7.1725 -10.5044 -2.5662
H 9.2006 -10.5653 -0.2735
H 5.0135 -8.4218 1.1828
H -3.9668 -0.0702 -0.1890
H 2.0140 -0.3923 -1.1067
H -2.7157 7.2514 1.7161
H 5.4154 -0.2374 3.3354
H -3.4232 -7.4827 -8.7833
H 0.3437 -3.1949 2.3896
H -2.1998 11.7606 2.6595
H -5.8593 4.3438 4.5936
H -6.1933 6.9532 -2.6520
H 0.1072 5.2036 -1.9103
H -4.2990 2.5357 0.2439
H 3.5350 -4.2913 1.5457
H 5.9660 -0.6279 5.7730
H -1.2817 -2.9021 0.4072
H -1.2597 -6.3050 -8.2164
H 4.2445 -0.7587 5.3838
H -5.0502 3.9370 6.9552
H 4.8228 -7.0960 0.0339
H 7.2324 -7.5533 0.6507
H -4.5630 -1.0180 1.0437
H -2.6326 5.2918 3.2042
H -2.1622 -1.4126 0.2483
H -1.6227 1.0553 0.4837
H -0.1458 -4.6652 -2.9551
H -6.7166 5.2858 5.8221
H -3.8252 11.6183 1.9778

Atomic forces in eV per Å
Br 0.647 -0.140 -0.034
Cl -0.478 0.067 -0.212
Cl -0.034 0.144 0.135
Cl 0.022 0.004 0.011
Cl -0.008 -0.275 0.101
Cl 0.043 -0.026 -0.002
Cl -0.026 -0.126 -0.088
Cl -0.033 -0.048 0.035
Cl 0.031 -0.017 0.162
Cl -0.008 -0.026 -0.005
Cl -0.015 -0.022 -0.004
Cl 0.023 0.003 0.006
Cl -0.008 0.011 0.037
Cl 0.026 -0.049 -0.241
Cl -0.054 -0.061 -0.030
Cl 0.007 0.008 -0.005
Cl 0.038 0.032 -0.019
Cl 0.014 -0.002 0.006
Cl -0.010 0.012 0.010
Cl -0.052 0.066 -0.133
Cl 0.088 0.172 -0.007
P -0.317 -0.130 0.552
P -1.630 0.043 0.060
O 0.165 -0.377 -0.245
N 0.288 0.324 -0.146
C 0.074 -0.037 -0.309
C -0.026 0.024 -0.103
C 0.049 -0.005 -0.089
C -0.055 -0.025 0.111
C 0.063 -0.038 -0.017
C 0.102 -0.011 -0.092
C -0.162 -0.089 0.149
C -0.114 0.074 -0.056
C -0.275 -0.168 -0.185
C 0.348 -0.163 0.364
C 0.484 0.307 -0.194
C 0.413 0.201 0.145
C -0.110 -0.017 -0.026
C 0.241 0.120 -0.333
C 0.015 0.040 0.159
C -0.054 -0.015 0.062
C 0.159 -0.700 -0.121
C 0.026 0.086 -0.083
C 0.012 0.097 -0.024
C -0.046 0.064 0.031
C 0.028 -0.080 -0.055
C -0.088 -0.154 0.111
C 0.000 -0.073 -0.041
C 0.072 -0.076 -0.030
C 0.009 0.084 0.008
C -0.041 0.045 -0.066
C -0.032 -0.045 -0.054
C 0.049 -0.031 0.072
C 0.034 -0.128 0.046
C 0.075 0.090 0.112
C -0.061 0.057 -0.014
C 0.085 0.320 -0.487
H -0.134 0.042 -0.026
H -0.001 0.054 -0.013
H 0.003 0.025 0.053
H -0.003 0.039 -0.055
H 0.089 -0.134 0.048
H -0.007 0.109 0.146
H -0.053 -0.089 -0.031
H 0.005 -0.006 0.003
H -0.034 0.089 0.024
H -0.043 0.007 0.171
H 0.043 0.466 0.236
H 0.016 -0.034 0.018
H -0.119 -0.043 -0.094
H 0.019 0.014 0.023
H -0.131 -0.031 0.139
H 0.021 -0.032 0.192
H -0.028 0.019 0.383
H 0.066 -0.047 0.044
H 0.074 -0.018 -0.077
H -0.029 0.032 -0.049
H 0.298 0.214 -0.079
H 0.025 -0.002 0.051
H -0.015 0.021 -0.037
H -0.024 -0.051 0.056
H -0.054 0.020 0.004
H -0.015 -0.012 -0.029
H -0.038 -0.068 0.019
H -0.035 0.001 0.032
H 0.032 0.022 -0.018
H -0.021 0.043 -0.019
H -0.051 0.001 -0.006
H 0.049 0.034 -0.050
H 0.002 0.005 0.064
H -0.006 0.066 0.016
H -0.019 0.028 0.015
H 0.036 -0.003 0.092
H -0.009 -0.179 -0.012
H 0.023 0.042 0.032
H -0.003 -0.056 -0.059
H 0.012 0.018 0.031
H 0.033 -0.018 0.018
H -0.013 -0.260 0.086
H 0.057 -0.044 -0.009
H 0.049 0.020 -0.034
H 0.010 0.028 0.047
H 0.060 -0.005 -0.092
H 0.004 0.302 0.044
H -0.081 0.214 -0.135
H 0.038 -0.047 0.007
H -0.067 -0.161 0.026
H -0.004 0.009 0.059
H -0.020 -0.029 -0.029
H -0.015 -0.027 -0.045
H -0.025 0.034 0.012
H -0.027 0.013 -0.057
H -0.125 -0.026 -0.061
H -0.088 0.059 -0.015
H -0.227 -0.049 -0.027
H 0.494 -0.007 0.000
H 0.017 0.061 0.023
H 0.015 0.016 0.029
H -0.018 -0.034 -0.024

Mulliken atomic charge list, values in e, 5 entries:
1. Br -0.48
2. Cl -0.05
3. Cl -0.15
4. Cl -0.17
5. Cl -0.24

***

| no. | E (Ha) |
| --- | --- |
| 1 | -4243.07295 |
| 2 | -13847.12896 |